Entry i
Computed, not measured: 2 unconnected molecules or ions with the total composition C4H5NO2S, with wB97M-V/def2-TZVPD.

Structure (XYZ):
```
13
Properties=species:S:1:pos:R:3:mulliken_charge:R:1
S -0.941 1.049 0.279 0.559
O -0.510 2.706 0.385 -0.537
O -1.642 0.875 -0.941 -0.485
N -1.840 -1.654 0.761 -0.393
C 1.820 0.418 -0.736 -0.221
C 1.611 -0.659 0.424 -0.516
C 0.740 0.396 -0.041 -0.017
C -2.305 -2.169 -0.117 0.150
H 1.292 -1.544 0.018 0.215
H 2.131 -0.597 1.357 0.250
H 2.489 0.713 -1.460 0.421
H -2.671 -2.662 -1.108 0.249
H -0.175 3.128 1.180 0.324
```

Results
**Molecular weight**: 131.2 u
**Total charge**: 0

=====

Entry ii
Computed, not measured: C4H5NO2S in the gas phase, with wB97M-V/def2-TZVPD.

Structure (XYZ):
```
13
Properties=species:S:1:pos:R:3:mulliken_charge:R:1
S 0.060 0.942 -1.765 -0.151
O -1.457 -0.639 -0.336 -0.360
O -1.219 -1.595 1.994 -0.477
N 1.948 0.590 0.082 -0.563
C -0.180 -1.311 1.434 -0.229
C 0.737 0.111 -0.405 0.433
C -1.429 0.718 -0.905 -0.277
C -0.081 -0.717 0.134 0.074
H 2.492 -0.232 0.241 0.300
H 2.420 1.029 -0.707 0.270
H 0.607 -1.335 2.046 0.443
H -2.332 0.934 -1.749 0.254
H -1.565 1.504 -0.065 0.282
```

Results
**Molecular weight**: 131.2 u
**Total charge**: 0
**SMILES**: NC1=C(C=O)OCS1

=====

Entry iii
Computed, not measured: C4H5NO2S in the gas phase, with wB97M-V/def2-TZVPD.

Structure (XYZ):
```
13
Properties=species:S:1:pos:R:3:mulliken_charge:R:1
S 1.953 0.860 -1.499 -0.351
O -0.863 -0.104 1.801 -0.194
O -0.827 -0.560 -1.893 -0.501
N 0.359 0.511 2.043 -0.337
C -1.276 -0.129 0.455 -0.555
C 1.274 0.556 1.068 -0.169
C -0.215 -0.538 -0.609 0.294
C 1.041 0.249 -0.401 0.294
H -1.692 0.807 0.165 0.331
H 0.141 -1.537 -0.358 0.182
H 2.322 0.965 1.374 0.324
H -2.030 -0.899 0.442 0.329
H -0.187 -0.181 -2.588 0.351
```

Results
**Molecular weight**: 131.2 u
**Total charge**: 0
**SMILES**: O[C@@H]1CON=CC1=S

=====

Entry iv
Computed, not measured: C4H5NO2S in the gas phase, with wB97M-V/def2-TZVPD.

Structure (XYZ):
```
13
Properties=species:S:1:pos:R:3:mulliken_charge:R:1
S -2.692 0.107 0.078 -0.312
O 1.810 -1.454 0.391 -0.422
O -0.310 -1.068 -0.149 -0.209
N 0.973 -0.688 -0.421 0.108
C -0.147 1.156 -0.005 -0.329
C -1.059 0.050 -0.005 0.219
C 1.076 0.677 -0.088 0.454
C 2.466 1.275 0.036 -1.148
H 2.177 -2.100 -0.271 0.370
H -0.438 2.235 0.033 0.344
H 2.436 2.362 0.177 0.334
H 2.928 0.921 0.945 0.298
H 3.145 0.920 -0.759 0.293
```

Results
**Molecular weight**: 131.2 u
**Total charge**: 0
**SMILES**: Cc1cc(=S)on1O

=====

entry ii comes first in stability; the runner-up is 2.1 kcal/mol higher.